1.
{"formula": "C41H47CrN3O3S2", "method": "the ωB97M-V functional and the def2-TZVPD basis", "e_homo_ev": [-4.08, -4.24], "total_charge": -1, "fmax_ha_per_bohr": 0.01055, "lumo_energy_ev": [2.45, 2.56], "e_above_lowest_kcal_mol": 0.0, "gap_ha": [0.2402, 0.2501], "s2": 3.820, "multiplicity": 4, "symbols": ["Cr", "S", "C", "C", "C", "C", "C", "C", "S", "H", "H", "H", "H", "O", "C", "C", "C", "C", "C", "C", "C", "C", "N", "H", "H", "H", "H", "H", "H", "H", "H", "H", "H", "H", "C", "C", "C", "C", "C", "C", "N", "C", "C", "C", "C", "C", "C", "C", "O", "O", "C", "C", "H", "H", "H", "H", "H", "H", "H", "H", "H", "H", "H", "H", "H", "H", "C", "C", "C", "C", "C", "C", "C", "C", "N", "C", "C", "C", "C", "H", "H", "H", "H", "H", "H", "H", "H", "H", "H", "H", "H", "H", "H", "H", "H", "H", "H"], "xyz": [[0.8211, 0.7173, -0.9006], [0.4562, 0.6498, 1.3827], [1.9279, 1.3396, 2.0636], [1.9670, 1.5975, 3.4360], [3.0960, 2.1215, 4.0391], [4.2171, 2.4037, 3.2652], [4.1873, 2.1605, 1.9043], [3.0542, 1.6322, 1.2796], [3.1004, 1.3100, -0.4525], [1.0881, 1.3717, 4.0280], [3.1027, 2.3075, 5.1055], [5.1100, 2.8131, 3.7213], [5.0549, 2.3786, 1.2930], [4.2147, 2.0480, -3.1330], [3.8949, 3.4294, -3.1834], [2.6239, 3.5995, -3.9959], [1.4165, 2.9812, -3.2963], [0.9557, 3.6819, -2.0478], [0.9492, 5.0719, -1.9711], [0.4583, 5.7039, -0.8447], [-0.0439, 4.9285, 0.1816], [-0.0083, 3.5536, 0.0424], [0.4964, 2.9321, -1.0309], [4.4238, 1.8115, -2.2206], [4.7203, 3.9807, -3.6511], [3.7482, 3.8259, -2.1731], [2.7624, 3.1194, -4.9676], [2.4589, 4.6594, -4.2003], [1.6582, 1.9468, -3.0657], [0.5531, 2.9284, -3.9673], [1.3208, 5.6512, -2.8016], [0.4627, 6.7848, -0.7770], [-0.4530, 5.3611, 1.0834], [-0.3925, 2.9034, 0.8157], [-1.9448, -2.9300, 4.4977], [-2.7689, -1.8528, 3.8467], [-3.7344, -1.1784, 4.5843], [-4.4885, -0.1765, 3.9938], [-4.2815, 0.1565, 2.6684], [-3.3299, -0.5258, 1.9090], [-3.0590, -0.1551, 0.5880], [-3.9320, 0.2478, -0.3939], [-5.3155, 0.0287, -0.2940], [-6.1806, 0.4465, -1.2864], [-5.7057, 1.0973, -2.4181], [-4.3410, 1.2913, -2.5367], [-3.4423, 0.8713, -1.5623], [-1.9783, 1.1119, -1.8385], [-1.6290, 1.8491, -2.7563], [-1.1666, 0.4768, -1.0579], [-2.5604, -1.5392, 2.4989], [-1.5359, -2.3147, 1.7215], [-2.2705, -3.0973, 5.5242], [-0.8855, -2.6640, 4.5133], [-2.0178, -3.8751, 3.9560], [-3.8885, -1.4382, 5.6249], [-5.2263, 0.3654, 4.5728], [-4.8290, 0.9744, 2.2214], [-2.0936, -0.1564, 0.2815], [-5.7041, -0.4978, 0.5657], [-7.2407, 0.2513, -1.1735], [-6.3823, 1.4323, -3.1930], [-3.9187, 1.7775, -3.4061], [-1.3850, -1.9526, 0.7084], [-1.8239, -3.3672, 1.6448], [-0.5559, -2.2886, 2.2011], [0.2096, -5.7209, 0.6335], [0.9263, -4.3962, 0.6890], [1.7572, -4.0796, 1.7540], [2.4118, -2.8471, 1.7722], [3.3151, -2.4637, 2.9153], [2.2120, -1.9476, 0.7439], [1.3287, -2.2032, -0.3203], [0.7236, -3.4729, -0.3310], [1.0947, -1.2264, -1.2737], [0.6598, -1.6489, -2.6110], [1.5981, -2.7338, -3.1676], [0.8479, -0.4292, -3.5175], [-0.8267, -2.0959, -2.6983], [0.4173, -6.3197, 1.5213], [0.5134, -6.2993, -0.2424], [-0.8724, -5.5829, 0.5681], [1.9081, -4.7913, 2.5591], [3.5929, -3.3322, 3.5149], [2.8231, -1.7420, 3.5722], [4.2271, -1.9886, 2.5512], [2.7508, -1.0129, 0.7520], [0.0440, -3.7494, -1.1252], [2.5856, -2.3062, -3.3476], [1.2078, -3.1093, -4.1174], [1.7175, -3.5772, -2.4903], [1.8904, -0.1003, -3.4926], [0.1694, 0.3943, -3.2584], [0.6067, -0.6830, -4.5534], [-1.3138, -2.0313, -1.7267], [-0.9223, -3.1223, -3.0608], [-1.3906, -1.4548, -3.3788]], "forces_ev_per_a": [[-0.2, -0.3, 0.2], [0.1, 0.0, -0.1], [0.0, 0.0, 0.0], [0.0, 0.0, 0.0], [0.0, 0.0, 0.0], [0.0, 0.0, 0.0], [0.0, 0.0, 0.0], [0.0, 0.0, 0.0], [-0.2, -0.1, 0.2], [0.0, 0.0, 0.0], [0.0, 0.0, 0.0], [0.0, 0.0, 0.0], [0.0, 0.0, 0.0], [0.2, 0.2, -0.4], [0.0, -0.2, -0.1], [-0.1, 0.1, 0.0], [-0.1, 0.0, -0.1], [0.0, 0.0, 0.0], [0.0, -0.1, 0.0], [0.0, 0.0, 0.0], [0.0, -0.1, 0.0], [-0.1, 0.0, -0.1], [0.1, 0.2, 0.0], [-0.1, 0.0, 0.1], [0.0, 0.0, 0.0], [0.0, 0.0, 0.0], [0.0, -0.1, 0.0], [0.0, 0.0, 0.0], [0.1, 0.0, 0.1], [0.0, 0.0, 0.0], [0.0, 0.0, 0.0], [0.0, 0.0, 0.0], [0.0, 0.0, 0.0], [0.0, 0.0, 0.0], [0.0, 0.0, 0.0], [0.0, 0.0, 0.0], [0.0, 0.0, 0.0], [0.0, 0.0, 0.0], [0.0, 0.0, 0.0], [0.0, 0.0, 0.0], [-0.1, -0.1, 0.0], [0.0, 0.0, 0.2], [-0.1, 0.0, 0.0], [0.0, 0.0, 0.1], [0.1, 0.0, 0.0], [0.0, 0.0, -0.1], [0.1, 0.1, -0.2], [-0.3, 0.1, 0.1], [0.1, -0.1, -0.1], [0.5, 0.1, -0.2], [-0.1, -0.1, 0.0], [0.1, 0.0, 0.0], [0.0, 0.0, 0.0], [0.0, 0.0, 0.0], [0.0, 0.0, 0.0], [0.0, 0.0, 0.0], [0.0, 0.0, 0.0], [0.0, 0.0, 0.0], [0.0, 0.1, 0.1], [0.0, 0.0, 0.1], [0.0, 0.0, 0.0], [0.0, 0.0, 0.0], [0.0, 0.0, 0.0], [-0.1, 0.0, 0.0], [0.0, 0.0, 0.0], [0.0, 0.0, 0.0], [0.0, 0.0, 0.0], [0.0, 0.0, 0.0], [0.0, 0.0, 0.0], [0.0, 0.0, 0.0], [0.0, 0.0, 0.0], [0.0, -0.1, 0.0], [0.0, 0.0, 0.0], [-0.1, -0.1, 0.1], [0.1, 0.2, 0.1], [0.0, 0.0, 0.0], [0.0, 0.0, -0.1], [0.0, 0.0, -0.1], [-0.1, -0.1, 0.1], [0.0, 0.0, 0.0], [0.0, 0.0, 0.0], [0.0, 0.0, 0.0], [0.0, 0.0, 0.0], [0.0, 0.0, 0.0], [0.0, 0.0, 0.0], [0.0, 0.0, 0.0], [0.0, 0.1, 0.0], [0.0, 0.0, 0.0], [0.0, 0.0, 0.0], [0.0, 0.0, 0.0], [0.0, 0.0, -0.1], [0.0, 0.0, 0.0], [0.0, 0.0, 0.0], [0.0, 0.0, 0.0], [0.0, 0.0, 0.0], [0.0, 0.0, 0.0], [0.0, 0.0, 0.0]]}

2.
{"formula": "C41H47N7O6Ta", "method": "the ωB97M-V functional and the def2-TZVPD basis", "e_homo_ev": -15.59, "total_charge": 3, "fmax_ha_per_bohr": 0.08892, "lumo_energy_ev": -8.34, "e_above_lowest_kcal_mol": 46.7, "gap_ha": 0.2666, "symbols": ["Ta", "O", "C", "C", "C", "C", "C", "C", "C", "C", "C", "O", "C", "C", "C", "C", "C", "C", "C", "C", "C", "C", "C", "C", "N", "C", "C", "C", "C", "C", "C", "C", "C", "C", "C", "C", "C", "H", "H", "H", "H", "H", "H", "H", "H", "H", "H", "H", "H", "H", "H", "H", "H", "H", "H", "H", "H", "H", "H", "H", "H", "H", "H", "H", "C", "O", "C", "O", "N", "N", "H", "H", "H", "H", "H", "H", "N", "C", "C", "C", "C", "N", "C", "N", "N", "C", "O", "O", "H", "H", "H", "H", "H", "H", "H", "H", "H", "H", "H", "H", "H", "H"], "xyz": [[-0.1906, 0.1515, -0.6486], [-1.8097, -0.3936, -0.2744], [-3.1917, -0.2430, -0.2029], [-3.5570, 0.9199, -1.1654], [-2.9290, 2.2483, -0.8418], [-3.7498, 3.3703, -0.8111], [-3.1938, 4.6236, -0.6051], [-1.8279, 4.7045, -0.4217], [-1.0472, 3.5473, -0.4340], [0.4022, 3.7542, -0.0654], [1.4591, 2.6898, -0.4418], [0.9147, 1.4238, -0.1918], [1.8621, 2.7018, -1.9128], [2.2905, 1.4960, -2.4775], [2.7041, 1.4419, -3.8003], [2.7264, 2.5956, -4.5679], [2.3441, 3.8024, -4.0012], [1.9101, 3.8595, -2.6844], [2.7006, 2.8503, 0.4413], [3.9537, 3.1510, -0.0732], [5.0519, 3.2157, 0.7693], [4.9061, 2.9923, 2.1262], [3.6583, 2.6801, 2.6405], [2.5622, 2.6018, 1.8020], [-1.5942, 2.3400, -0.6635], [-3.8007, -1.5786, -0.6333], [-3.4474, -2.6972, 0.1174], [-3.9650, -3.9428, -0.1875], [-4.8443, -4.0887, -1.2489], [-5.1747, -2.9866, -2.0167], [-4.6474, -1.7378, -1.7211], [-3.6324, 0.1102, 1.2175], [-2.7645, 0.7572, 2.0892], [-3.1798, 1.0744, 3.3728], [-4.4609, 0.7539, 3.7915], [-5.3288, 0.1138, 2.9217], [-4.9162, -0.2126, 1.6409], [-4.6408, 1.0349, -1.1524], [-3.2400, 0.6293, -2.1728], [-4.8131, 3.2710, -0.9612], [-3.8080, 5.5120, -0.5813], [-1.3568, 5.6597, -0.2531], [0.4207, 3.8660, 1.0251], [0.7288, 4.7133, -0.4688], [2.3705, 0.6004, -1.8716], [3.0534, 0.5084, -4.2120], [3.0769, 2.5627, -5.5860], [2.4077, 4.7153, -4.5712], [1.6590, 4.8209, -2.2623], [4.0864, 3.3441, -1.1268], [6.0249, 3.4368, 0.3609], [5.7595, 3.0795, 2.7800], [3.5393, 2.5013, 3.6971], [1.5870, 2.3565, 2.2034], [-2.7846, -2.5725, 0.9642], [-3.6988, -4.7988, 0.4120], [-5.2739, -5.0532, -1.4693], [-5.8598, -3.0890, -2.8421], [-4.9382, -0.8973, -2.3304], [-1.7578, 1.0141, 1.7599], [-2.4998, 1.5716, 4.0469], [-4.7766, 1.0024, 4.7917], [-6.3255, -0.1413, 3.2433], [-5.5901, -0.7305, 0.9758], [-1.6088, -2.9054, -4.2207], [-1.5279, -1.5275, -4.6234], [-1.0757, -0.6557, -3.7694], [-0.6397, -0.9496, -2.6420], [-1.1467, 0.6200, -4.1988], [-0.6533, 1.6421, -3.3653], [-2.0519, -3.4270, -5.0665], [-2.2422, -3.0021, -3.3377], [-0.6183, -3.3037, -3.9970], [-1.4212, 0.8046, -5.1617], [-1.3367, 2.3983, -3.3021], [0.2173, 2.0328, -3.7379], [0.2245, -0.9956, 1.7231], [0.7163, -2.3167, 1.3143], [1.2181, -3.2471, 2.4362], [2.1163, -2.6740, 3.5397], [3.5547, -2.3248, 3.1258], [4.2262, -3.3877, 2.4067], [5.0802, -4.2962, 2.8633], [5.2860, -4.5050, 4.1601], [5.7386, -5.0416, 1.9781], [1.7332, -2.0524, 0.1688], [2.8147, -2.5871, 0.1265], [1.2659, -1.2342, -0.7093], [0.9316, -0.5206, 2.2879], [-0.6274, -1.0826, 2.2791], [-0.1184, -2.8346, 0.8147], [1.7339, -4.0777, 1.9511], [0.3371, -3.6675, 2.9274], [2.1460, -3.4331, 4.3235], [1.6677, -1.7847, 3.9876], [4.1236, -2.0504, 4.0162], [3.5513, -1.4587, 2.4594], [4.0416, -3.3526, 1.4059], [4.7761, -4.0232, 4.8782], [5.9722, -5.1752, 4.4645], [5.6401, -4.8804, 0.9907], [6.4121, -5.7306, 2.2662]], "forces_ev_per_a": [[1.3, -2.9, -3.3], [-2.1, -0.9, 1.2], [-2.2, 0.4, 0.0], [0.3, -0.4, 0.2], [-0.5, 0.4, 0.0], [0.2, -0.1, 0.0], [0.2, -0.2, 0.0], [-0.1, -0.2, -0.1], [-0.2, 0.4, -0.1], [0.4, -0.5, 0.1], [0.7, 2.0, -0.2], [1.5, 2.0, 1.5], [0.0, -0.3, -0.1], [0.1, 0.2, 0.0], [0.0, 0.0, 0.2], [0.0, 0.1, 0.0], [0.0, 0.0, -0.1], [-0.1, -0.2, 0.3], [-0.2, -0.3, -0.1], [-0.1, 0.0, -0.1], [0.1, 0.0, 0.1], [0.1, 0.1, -0.1], [-0.1, -0.1, 0.1], [0.0, 0.0, 0.0], [0.5, -0.9, 0.1], [0.4, 0.0, -0.1], [-0.1, 0.0, -0.1], [0.1, 0.0, 0.1], [0.0, 0.1, -0.1], [0.0, -0.1, 0.0], [0.0, 0.2, 0.2], [0.4, -0.2, -0.1], [0.0, -0.1, -0.1], [0.1, 0.0, 0.1], [0.1, 0.0, 0.0], [0.0, 0.1, 0.0], [0.1, 0.1, 0.0], [0.1, 0.0, -0.1], [-0.1, 0.0, -0.1], [-0.1, -0.1, 0.0], [0.0, 0.0, 0.0], [0.1, 0.1, 0.0], [0.1, 0.0, -0.1], [0.0, -0.1, 0.1], [0.0, 0.0, 0.0], [0.0, -0.1, -0.1], [0.0, 0.0, -0.2], [0.0, 0.1, -0.1], [-0.1, 0.1, 0.0], [0.0, 0.0, -0.1], [0.1, 0.1, 0.0], [0.1, -0.1, 0.1], [0.0, 0.0, 0.2], [-0.1, 0.0, 0.1], [0.0, -0.1, 0.1], [0.0, -0.1, 0.1], [0.0, -0.1, 0.0], [-0.1, 0.0, -0.1], [-0.1, 0.1, -0.1], [-0.2, 0.1, 0.2], [0.1, 0.1, 0.1], [-0.1, 0.0, 0.1], [-0.1, 0.0, 0.0], [-0.1, -0.1, -0.1], [0.0, -0.7, 0.3], [0.2, 0.6, 0.1], [-0.2, 0.6, -0.3], [0.5, 0.4, 1.5], [0.1, 0.1, -0.1], [-0.1, -0.3, 0.0], [0.1, 0.1, 0.1], [0.0, 0.1, -0.1], [0.0, 0.1, -0.1], [0.1, -0.1, 0.3], [0.1, -0.3, 0.0], [-0.2, -0.2, 0.0], [-0.2, 0.7, -0.9], [0.4, -0.4, -0.3], [-0.1, 0.2, -0.1], [0.1, -0.1, -0.3], [-0.4, 0.1, 0.4], [0.1, 0.0, -0.4], [-0.1, 0.0, -0.1], [0.1, 0.1, 0.1], [0.1, -0.1, -0.1], [0.2, -1.4, 1.8], [-0.1, 0.2, -0.4], [-1.1, 1.3, -1.2], [-0.2, 0.0, -0.1], [0.1, 0.2, -0.1], [0.1, 0.1, 0.1], [-0.1, 0.0, 0.0], [0.0, 0.0, -0.1], [0.0, 0.1, 0.1], [0.0, 0.0, 0.1], [0.1, 0.1, -0.1], [0.2, 0.0, 0.1], [0.1, -0.1, 0.2], [-0.1, 0.1, -0.1], [0.0, 0.0, 0.0], [0.0, 0.0, 0.0], [0.0, -0.1, 0.0]]}

- Which formula does entry 2 have?
  C41H47N7O6Ta